ORCA calculation (ωB97M-V/def2-TZVPD) on C25H38BrN2O2PdSi as an isolated structure.

Atoms and positions in Å:
1 Pd -0.00884 0.04465 -0.12752
2 C -6.68767 -0.09192 -4.00081
3 C -5.37514 0.26382 -4.71249
4 C -5.39053 1.76200 -5.01390
5 C -5.31258 -0.49290 -6.04660
6 C -4.18501 -0.12963 -3.84023
7 C -3.22976 0.77317 -3.40296
8 C -2.18359 0.33255 -2.61383
9 Br -0.92562 1.61926 -1.96563
10 C -1.99318 -0.99902 -2.18711
11 O -1.00071 -1.36910 -1.44938
12 C -2.99062 -1.92241 -2.64512
13 C -4.02711 -1.46204 -3.43707
14 C -2.89927 -3.38561 -2.20608
15 C -1.57677 -4.00004 -2.68923
16 C -2.98110 -3.46350 -0.67408
17 C -4.03541 -4.23568 -2.77891
18 H -7.54567 0.18399 -4.62100
19 H -6.76487 0.43501 -3.04803
20 H -6.75200 -1.16057 -3.79324
21 H -6.26758 2.00644 -5.61823
22 H -4.50359 2.06808 -5.57236
23 H -5.43706 2.35546 -4.09919
24 H -6.15261 -0.21358 -6.68956
25 H -5.35117 -1.57175 -5.88959
26 H -4.38317 -0.26627 -6.57247
27 H -3.28413 1.82249 -3.65730
28 H -4.77109 -2.17699 -3.76469
29 H -0.72821 -3.43155 -2.31803
30 H -1.54285 -4.01334 -3.78220
31 H -1.49711 -5.03233 -2.33469
32 H -2.19567 -2.86653 -0.21349
33 H -2.87295 -4.50201 -0.34599
34 H -3.94982 -3.09736 -0.32470
35 H -4.03914 -4.22913 -3.87164
36 H -5.01494 -3.90154 -2.42881
37 H -3.90277 -5.26996 -2.45272
38 C 2.71020 -2.54187 0.58150
39 C 1.77471 -2.19500 1.70709
40 C 2.02101 -2.61693 2.99957
41 C 1.09234 -2.27108 3.99592
42 C -0.02712 -1.55052 3.68498
43 C -0.24525 -1.15444 2.32536
44 N 0.68783 -1.48944 1.37723
45 N -1.24272 -0.38797 1.92606
46 Si -2.88283 -0.47719 2.36235
47 C -3.40094 -2.23995 2.79170
48 C -3.89856 0.14568 0.92334
49 C -3.33164 0.59687 3.84842
50 H 2.62903 -3.60335 0.33889
51 H 3.74799 -2.34120 0.85353
52 H 2.45040 -1.97177 -0.30993
53 H 2.91107 -3.18730 3.22811
54 H 1.28155 -2.56296 5.02421
55 H -0.73401 -1.23615 4.43971
56 H -2.79670 -2.96035 2.23647
57 H -4.44867 -2.41874 2.53712
58 H -3.27616 -2.44837 3.85723
59 H -3.77672 -0.49961 0.05027
60 H -3.56493 1.14547 0.63339
61 H -4.96302 0.19592 1.17025
62 H -2.74666 0.31047 4.72648
63 H -4.39051 0.50679 4.10808
64 H -3.12262 1.64850 3.63893
65 C 2.40993 0.96413 1.26537
66 C 1.09519 1.36696 0.62001
67 O 0.77582 2.53071 0.53399
68 H 2.96883 1.86666 1.51716
69 H 2.98645 0.34065 0.58208
70 H 2.21729 0.37649 2.16119

HOMO-LUMO gap in eV: 6.925
Net charge: -1
Energy in eV: -115020.962